Entry 1:
A gas-phase ion, C3H7OS (charge -1) at a distorted geometry, computed with the ωB97M-V functional and the def2-TZVPD basis.

- max |F| (Eh/bohr) = 0.053
- total energy (eV) = -16106.087
- HOMO-LUMO gap (eV) = 5.6051
- multiplicity = 1
- total charge = -1
- ΔE to the lowest compared entry with this formula, charge and spin (kcal per mole) = 50.51
- LUMO level (eV) = 3.27

Atoms and positions in Å:
C (-1.54496, -0.36500, -0.34960)
O (-2.19668, -0.19715, 0.80250)
C (0.06955, -0.35100, -0.33927)
C (0.73843, 0.82060, 0.18764)
S (2.58795, 0.61527, 0.19549)
H (-1.82827, 0.30792, -1.19079)
H (-1.53191, -1.43618, -0.67830)
H (0.24188, -1.10643, 0.45613)
H (0.36019, -0.78170, -1.30450)
H (0.33356, 0.89445, 1.16938)
H (0.43924, 1.70784, -0.29207)
H (2.33102, -0.10863, 1.34339)

---

Entry 2:
C3H8N2O2 in the gas phase at a distorted geometry, computed with the ωB97M-V functional and the def2-TZVPD basis.

- max |F| (Eh/bohr) = 0.049
- total energy (eV) = -10313.741
- HOMO-LUMO gap (eV) = 9.5204
- multiplicity = 1
- total charge = 0
- ΔE to the lowest compared entry with this formula, charge and spin (kcal per mole) = 74.05
- LUMO level (eV) = 1.04

Atoms and positions in Å:
C (2.40875, -0.08671, 0.16654)
C (0.14756, -0.03408, -0.17143)
C (-1.68767, -1.35001, 0.42273)
H (3.12845, -0.86914, 0.19757)
H (2.66242, 0.70000, -0.64498)
H (2.30519, 0.45331, 1.09422)
H (-2.59975, -1.73867, -0.17560)
H (-1.07480, -2.14528, 0.87351)
H (-1.99522, -0.56881, 1.20179)
H (-1.04842, 2.79136, -0.02902)
H (-1.82548, 1.43198, -0.49309)
N (0.14160, 1.20723, 0.03179)
N (-1.11478, 1.83171, 0.14931)
O (1.19815, -0.79889, -0.10384)
O (-0.94214, -0.76393, -0.62104)

---

Entry 3:
A molecular structure, C24H43BiCl2N4O4SSi at a distorted geometry, computed with the ωB97M-V functional and the def2-TZVPD basis.

- max |F| (Eh/bohr) = 0.054
- total energy (eV) = -89333.666
- HOMO-LUMO gap (eV) = 5.5699
- multiplicity = 1
- total charge = 0
- ΔE to the lowest compared entry with this formula, charge and spin (kcal per mole) = 86.24
- LUMO level (eV) = -0.47

Atoms and positions in Å:
C (-5.18460, -2.61406, -2.58461)
C (-4.24887, -1.50342, -2.94962)
H (-6.10512, -2.54764, -3.17103)
H (-5.45186, -2.57845, -1.51985)
H (-4.72671, -3.59373, -2.77071)
C (-4.58904, -0.48639, -3.75161)
C (-5.88681, -0.38945, -4.48681)
H (-3.87871, 0.31908, -3.93282)
H (-6.77616, -0.42792, -3.84501)
H (-5.99661, -1.16462, -5.25745)
H (-5.87020, 0.57584, -4.99795)
Bi (1.14411, 0.21405, 1.30240)
Cl (-1.62811, -1.25221, 1.52231)
C (2.92553, 1.56800, -0.76536)
O (2.20394, 1.84488, 0.25259)
N (2.99622, 2.39111, -1.78736)
C (2.28868, 3.66239, -1.72171)
C (3.70607, 1.98743, -2.99834)
H (3.50165, 0.64287, -0.82105)
H (2.30816, 4.03144, -0.69033)
H (1.23603, 3.55600, -2.02507)
H (2.78641, 4.37579, -2.38468)
H (4.40640, 1.18651, -2.72021)
H (4.27563, 2.84001, -3.39726)
H (3.01755, 1.59239, -3.76753)
H (5.51941, 0.36097, 3.82052)
H (4.77643, -2.27000, 4.60621)
C (4.82022, 0.63737, 4.63529)
C (4.26531, -1.67255, 5.37865)
N (3.80945, -0.40526, 4.81473)
H (4.32610, 1.59359, 4.42628)
C (2.57408, -0.31527, 4.29939)
O (2.16337, 0.67688, 3.63076)
H (3.38809, -2.21904, 5.74476)
H (1.92707, -1.19618, 4.50257)
H (5.41766, 0.70228, 5.55877)
H (4.97234, -1.48239, 6.19468)
H (-3.92300, 0.43699, 0.81672)
H (-4.52329, 2.41845, -1.40317)
C (-3.88377, 1.48228, 1.15952)
C (-3.95948, 3.08987, -0.74072)
N (-3.15714, 2.31450, 0.20544)
H (-3.39295, 1.51722, 2.13742)
C (-1.81233, 2.40854, 0.25850)
O (-1.10429, 1.76255, 1.06035)
H (-3.30386, 3.71851, -1.34954)
H (-1.36870, 3.12750, -0.46039)
H (-4.90248, 1.87435, 1.23120)
H (-4.67964, 3.71810, -0.19914)
O (-2.93841, -1.68862, -0.93037)
C (-2.86850, -1.62568, -2.32363)
C (-1.90509, 0.72140, -2.38958)
C (-1.80581, -0.62478, -2.74574)
H (-2.75665, 1.02961, -1.79599)
C (-0.99991, 1.65407, -2.92063)
H (-2.49493, -2.60833, -2.67330)
C (-0.72212, -1.06828, -3.49917)
H (-1.14849, 2.71822, -2.69461)
C (0.05546, 1.21996, -3.72659)
C (0.21776, -0.14710, -3.98290)
H (-0.62959, -2.14476, -3.67542)
H (0.72741, 1.94812, -4.19968)
H (1.04822, -0.50804, -4.60996)
Si (-2.81640, -3.02695, 1.40088)
Cl (1.15374, -0.86417, -0.85370)
C (-4.45348, -2.39017, 2.12360)
C (-1.77209, -4.13685, 2.53974)
C (-2.99535, -4.01795, -0.16614)
H (-4.80836, -1.49199, 1.60528)
H (-4.35625, -2.14574, 3.19942)
H (-5.24025, -3.17045, 2.03767)
H (-2.88317, -3.03242, -0.80403)
H (-3.99304, -4.42877, -0.36871)
H (-2.23443, -4.78001, -0.40163)
H (-0.71583, -4.08332, 2.23697)
H (-2.08861, -5.18440, 2.46536)
H (-1.81504, -3.84904, 3.59677)
S (5.64818, -1.66651, 2.27190)
C (4.20636, -1.28566, 1.72756)
N (3.12711, -1.01956, 1.27587)

---

Entry 4:
2 unconnected molecules or ions with the total composition C4H12 at a distorted geometry, computed with the ωB97M-V functional and the def2-TZVPD basis.

- max |F| (Eh/bohr) = 0.037
- total energy (eV) = -4341.909
- HOMO-LUMO gap (eV) = 12.3330
- multiplicity = 1
- total charge = 0
- ΔE to the lowest compared entry with this formula, charge and spin (kcal per mole) = 14.27
- LUMO level (eV) = 1.15

Atoms and positions in Å:
C (-1.56406, 1.09763, 0.83743)
C (-0.45439, 1.51854, 1.78081)
H (-2.36150, 0.38597, 1.11323)
H (-2.04421, 2.01819, 0.50055)
H (-1.21882, 0.53172, -0.01893)
H (-0.79141, 2.23176, 2.52609)
H (0.20511, 2.14630, 1.14832)
H (0.21855, 0.71441, 2.08387)
C (0.75412, -0.70293, -0.93012)
C (1.26273, -2.05388, -1.51862)
H (0.45589, -0.71081, 0.11310)
H (1.53507, 0.05608, -1.06748)
H (-0.10264, -0.29792, -1.45859)
H (2.32954, -1.91187, -1.63872)
H (0.84143, -2.11301, -2.53149)
H (0.93459, -2.91016, -0.93944)

---

Entry 5:
A molecular structure, CBrCl2NO2 at a distorted geometry, computed with the ωB97M-V functional and the def2-TZVPD basis.

- max |F| (Eh/bohr) = 0.065
- total energy (eV) = -101704.948
- HOMO-LUMO gap (eV) = 10.1078
- multiplicity = 1
- total charge = 0
- ΔE to the lowest compared entry with this formula, charge and spin (kcal per mole) = 16.98
- LUMO level (eV) = -0.20

Atoms and positions in Å:
C (-0.39509, 0.60483, -0.36086)
N (0.58360, -0.86082, 0.39897)
O (1.43253, -0.63824, 1.19625)
O (0.14963, -1.85188, -0.02989)
Cl (-1.70880, -0.32400, -0.83376)
Cl (0.63970, 1.38502, -1.59618)
Br (-0.70158, 1.68509, 1.22546)

---

Entry 6:
11 unconnected molecules or ions with the total composition C25H44N10O3P at a distorted geometry, computed with the ωB97M-V functional and the def2-TZVPD basis.

- max |F| (Eh/bohr) = 0.055
- total energy (eV) = -56956.873
- HOMO-LUMO gap (eV) = 9.7185
- multiplicity = 1
- total charge = +1
- ΔE to the lowest compared entry with this formula, charge and spin (kcal per mole) = 44.70
- LUMO level (eV) = -2.68

Atoms and positions in Å:
C (4.96304, -1.31884, -0.87407)
C (4.85584, 0.23002, -0.45503)
O (4.57478, 1.08902, -1.57710)
C (3.19835, 1.51907, -1.55300)
C (2.19141, 0.28099, -1.58402)
P (0.39729, 0.73995, -1.86156)
C (-0.54278, 0.26596, -0.29537)
O (-1.21068, -1.01048, -0.37304)
O (-0.44970, -1.91307, -1.11936)
H (4.80001, -1.99031, 0.01756)
H (5.93873, -1.55842, -1.38072)
H (4.15099, -1.58591, -1.62829)
H (5.85996, 0.47090, 0.02138)
H (4.08505, 0.30767, 0.37609)
H (2.99424, 2.20990, -0.66615)
H (3.07318, 2.18079, -2.46489)
H (2.23065, -0.31662, -0.61514)
H (2.56367, -0.41668, -2.40097)
H (0.16556, 2.09445, -2.22196)
H (-0.12172, -0.08538, -2.91327)
H (-1.34631, 1.05112, -0.12283)
H (0.14341, 0.30217, 0.60557)
H (-0.96246, -2.00050, -1.95373)
C (-0.09438, -1.79054, 3.30253)
C (1.12402, -0.92912, 3.28604)
N (2.07443, -0.25881, 3.27321)
H (-0.26635, -2.20749, 2.30939)
H (0.03863, -2.60622, 4.01347)
H (-0.96186, -1.19902, 3.59661)
C (-4.34893, 3.12714, 0.47674)
C (-2.89167, 3.04315, 0.77367)
N (-1.75476, 2.97764, 1.00791)
H (-4.70155, 2.17482, 0.07681)
H (-4.89821, 3.35648, 1.38715)
H (-4.53227, 3.91257, -0.25656)
C (0.56386, 3.24504, 3.76011)
C (1.20449, 4.45054, 4.35926)
N (1.70331, 5.38950, 4.82588)
H (1.31991, 2.48647, 3.55229)
H (-0.17203, 2.83413, 4.45167)
H (0.06624, 3.51328, 2.82760)
C (-3.55987, -2.87893, 0.64126)
C (-4.83832, -2.13429, 0.82273)
N (-5.83562, -1.55533, 0.96817)
H (-2.81055, -2.22304, 0.19889)
H (-3.19764, -3.23487, 1.60697)
H (-3.71855, -3.73464, -0.01598)
C (-4.45848, 2.64338, -3.90377)
C (-3.09952, 2.47347, -3.31613)
N (-2.04006, 2.34111, -2.85922)
H (-5.00096, 1.69868, -3.85904)
H (-5.01078, 3.39945, -3.34525)
H (-4.37425, 2.95824, -4.94405)
C (-5.60417, 4.74026, 4.42877)
C (-4.80253, 5.22474, 3.26836)
N (-4.17641, 5.60227, 2.36490)
H (-5.78245, 5.56146, 5.12311)
H (-6.56211, 4.35295, 4.08086)
H (-5.06430, 3.94670, 4.94574)
C (3.22794, 3.25891, -6.28392)
C (2.93306, 2.16915, -5.31100)
N (2.70321, 1.31876, -4.55329)
H (3.17142, 2.87103, -7.30116)
H (2.50237, 4.06419, -6.16781)
H (4.22932, 3.65165, -6.10645)
C (-6.53370, -4.45193, 3.35682)
C (-5.07728, -4.51328, 3.67026)
N (-3.94108, -4.55755, 3.91082)
H (-6.86780, -5.41227, 2.96342)
H (-7.09682, -4.22145, 4.26131)
H (-6.71924, -3.67632, 2.61280)
C (8.75428, -3.69080, -1.17896)
C (7.41795, -4.25663, -0.83679)
N (6.37434, -4.71366, -0.56441)
H (9.25578, -4.33700, -1.89952)
H (8.63556, -2.69755, -1.61264)
H (9.36585, -3.61698, -0.27961)
C (1.98007, -4.40168, -0.72580)
C (2.09760, -5.31596, -1.89738)
N (2.18917, -6.02610, -2.81122)
H (1.39506, -3.52354, -0.99927)
H (1.48533, -4.91624, 0.09835)
H (2.97194, -4.08299, -0.40236)

---

Entry 7:
2 unconnected molecules or ions with the total composition C19H35ClN3O7P2 at a distorted geometry, computed with the ωB97M-V functional and the def2-TZVPD basis.

- max |F| (Eh/bohr) = 0.186
- total energy (eV) = -70154.856
- HOMO-LUMO gap (eV) = 6.5017
- multiplicity = 1
- total charge = +1
- LUMO level (eV) = -5.57

Atoms and positions in Å:
C (4.61359, 2.29691, 1.82757)
C (3.12001, 2.65143, 1.16333)
N (3.11260, 2.58323, -0.34362)
C (1.73257, 2.54779, -0.94294)
C (1.00948, 1.07980, -0.99019)
C (-0.58996, 1.07952, -0.60064)
C (-1.29864, -0.00367, 0.45960)
C (-0.33472, -1.19592, 1.12983)
C (0.68803, -0.62344, 2.27580)
C (2.20510, -1.24248, 2.22806)
C (2.30629, -2.78675, 1.68105)
O (3.69525, -3.34303, 1.79528)
C (3.80051, -4.17667, 0.55178)
N (-2.72675, 0.00239, 0.85943)
N (-3.54086, 0.96019, 0.32388)
P (-5.25064, 0.78956, 0.94252)
O (-5.23084, -0.04456, 2.32432)
O (-6.00650, 2.30257, 1.32847)
O (-6.21073, -0.22983, -0.15191)
C (-3.27149, 2.04382, -0.67496)
P (-4.44473, 3.35433, -1.40140)
O (-4.65670, 4.57897, -0.12819)
Cl (-6.37457, 2.51091, -1.91395)
C (-1.69462, 2.16866, -1.22727)
C (-1.26797, 3.31727, -2.34019)
C (4.05712, 1.55827, -0.91089)
C (5.20415, 2.10589, -1.99835)
O (4.12411, 0.25911, -0.61422)
H (4.61071, 2.73317, 2.91377)
H (4.79247, 1.12380, 1.83405)
H (5.43138, 2.83654, 1.15934)
H (2.94259, 3.79815, 1.44521)
H (2.24426, 2.06491, 1.68768)
H (1.04648, 3.23616, -0.24927)
H (1.74193, 3.04812, -2.01360)
H (1.06167, 0.72323, -2.12863)
H (1.52988, 0.24258, -0.36032)
H (0.21942, -1.68404, 0.19182)
H (-1.04917, -1.98182, 1.64171)
H (0.72957, 0.55897, 2.12022)
H (0.25793, -0.76487, 3.37584)
H (2.98220, -0.57531, 1.64187)
H (2.58942, -1.26819, 3.35761)
H (1.50855, -3.52333, 2.13315)
H (2.10622, -2.73352, 0.50601)
H (4.66552, -4.96402, 0.62245)
H (3.98861, -3.53382, -0.40905)
H (2.79827, -4.79733, 0.38050)
H (-6.91425, 2.34281, 0.89725)
H (-5.64841, -1.05695, -0.33206)
H (-4.23191, 4.22672, 0.70858)
H (-1.05383, 4.37166, -1.86903)
H (-2.12848, 3.40012, -3.15228)
H (-0.32350, 2.88842, -2.93077)
H (6.17774, 1.46458, -1.74127)
H (4.87122, 1.96274, -3.11140)
H (5.42689, 3.21994, -1.69477)
C (-3.52686, -5.18524, -0.56294)
C (-3.31746, -3.75434, -0.98087)
O (-4.12813, -2.87775, -0.68575)
C (-2.07788, -3.43744, -1.77397)
H (-4.46151, -5.26514, 0.00232)
H (-3.59698, -5.82404, -1.44688)
H (-2.70237, -5.50980, 0.07689)
H (-2.08337, -3.99845, -2.71188)
H (-1.18889, -3.68417, -1.18809)
H (-2.05906, -2.36730, -2.00566)

---

Entry 8:
A molecular structure, C5H10Cl2Si at a distorted geometry, computed with the ωB97M-V functional and the def2-TZVPD basis.

- max |F| (Eh/bohr) = 0.120
- total energy (eV) = -38271.144
- HOMO-LUMO gap (eV) = 10.3098
- multiplicity = 1
- total charge = 0
- ΔE to the lowest compared entry with this formula, charge and spin (kcal per mole) = 52.10
- LUMO level (eV) = 0.77

Atoms and positions in Å:
C (-0.95368, 0.84913, 0.31535)
C (0.67975, 1.41310, 1.36663)
C (0.76898, -0.65060, -0.78296)
C (-0.58931, -0.61697, -0.04622)
C (-1.73057, -1.26626, -0.87081)
Si (1.95377, 0.41937, 0.26970)
Cl (3.03526, 1.68102, -0.94703)
Cl (3.21718, -0.69744, 1.44992)
H (-1.68686, 1.20965, 0.95566)
H (-0.75759, 1.55316, -0.52586)
H (0.72269, 2.49375, 1.50616)
H (0.35180, 0.85535, 2.27961)
H (1.14059, -1.61896, -0.64182)
H (0.47013, -0.46098, -1.83821)
H (-0.43207, -1.11290, 0.91367)
H (-1.83559, -2.36544, -0.76465)
H (-1.65196, -1.00280, -1.91403)
H (-2.70251, -0.68217, -0.72511)